The following is a DFT calculation (ωB97M-V/def2-TZVPD) of a 12-piece molecular cluster, C64H58Cl4N10O20 overall in a non-equilibrium geometry.

Summary:
Energy: -173223.346 eV
Structure (SMILES): O=[N+]([O-])c1ccccc1.O=[N+]([O-])c1ccccc1.O=[N+]([O-])c1ccccc1.O=[N+]([O-])c1ccccc1.O=[N+]([O-])c1ccccc1.O=[N+]([O-])c1ccccc1.O=[N+]([O-])c1ccccc1.O=[N+]([O-])c1ccccc1.O=[N+]([O-])c1ccccc1.O=[N+]([O-])c1ccccc1.ClCCCl.ClCCCl
Frontier orbital gap: 9.0 eV
LUMO level: -0.83 eV

```
! wB97M-V def2-TZVPD RIJCOSX def2/J DEFGRID3
* xyz 0 1
Cl 3.452 0.582 -6.383
C 2.579 -0.943 -6.240
C 1.109 -0.776 -6.572
Cl 0.306 0.270 -5.350
H 2.723 -1.293 -5.221
H 3.036 -1.676 -6.904
H 0.511 -1.683 -6.584
H 0.996 -0.288 -7.538
Cl 1.487 3.808 -6.083
C 1.790 3.647 -4.346
C 1.955 4.977 -3.644
Cl 3.363 5.854 -4.336
H 2.641 2.990 -4.166
H 0.934 3.103 -3.942
H 2.057 4.872 -2.568
H 1.142 5.657 -3.890
C -5.146 6.285 -4.891
C -3.901 6.042 -5.418
C -3.198 4.872 -5.169
C -3.779 3.988 -4.276
C -4.976 4.237 -3.627
C -5.684 5.367 -3.978
N -3.026 2.801 -3.866
O -3.672 1.820 -3.540
O -1.822 2.869 -3.720
H -5.676 7.186 -5.167
H -3.501 6.710 -6.173
H -2.319 4.639 -5.753
H -5.490 3.567 -2.953
H -6.639 5.611 -3.532
C 2.399 -7.804 -1.463
C 2.799 -6.796 -0.557
C 2.860 -5.474 -0.921
C 2.438 -5.124 -2.215
C 1.962 -6.056 -3.092
C 1.973 -7.401 -2.711
N 2.458 -3.721 -2.600
O 2.463 -2.903 -1.698
O 2.433 -3.408 -3.774
H 2.353 -8.855 -1.221
H 3.076 -7.081 0.450
H 3.062 -4.680 -0.216
H 1.558 -5.764 -4.052
H 1.518 -8.095 -3.407
C 0.507 -2.087 4.938
C -0.229 -2.393 3.815
C -1.573 -2.667 3.970
C -2.138 -2.663 5.255
C -1.335 -2.466 6.375
C -0.001 -2.125 6.223
N -3.544 -3.056 5.443
O -4.235 -3.132 4.448
O -3.924 -3.243 6.575
H 1.557 -1.854 4.790
H 0.211 -2.388 2.828
H -2.239 -2.853 3.137
H -1.789 -2.650 7.340
H 0.698 -1.968 7.033
C -6.341 -1.805 1.305
C -7.094 -1.004 0.447
C -6.464 0.030 -0.210
C -5.149 0.355 0.121
C -4.427 -0.428 1.012
C -5.003 -1.568 1.520
N -4.531 1.583 -0.414
O -5.227 2.298 -1.111
O -3.366 1.805 -0.138
H -6.779 -2.692 1.749
H -8.143 -1.189 0.267
H -7.038 0.697 -0.839
H -3.375 -0.188 1.109
H -4.446 -2.170 2.226
C 6.310 -4.223 1.091
C 7.313 -4.658 0.247
C 7.524 -4.007 -0.963
C 6.633 -3.033 -1.396
C 5.610 -2.617 -0.543
C 5.410 -3.248 0.674
N 6.868 -2.344 -2.668
O 6.136 -1.433 -2.972
O 7.807 -2.735 -3.328
H 6.051 -4.710 2.025
H 8.003 -5.454 0.491
H 8.274 -4.422 -1.621
H 4.968 -1.776 -0.771
H 4.667 -2.858 1.356
C 0.190 0.896 -1.946
C 1.430 0.235 -1.940
C 1.961 -0.199 -0.745
C 1.352 0.107 0.463
C 0.145 0.785 0.478
C -0.362 1.235 -0.723
N 1.919 -0.378 1.711
O 1.602 0.120 2.763
O 2.657 -1.343 1.630
H -0.198 1.326 -2.858
H 1.928 -0.012 -2.867
H 2.828 -0.842 -0.733
H -0.343 0.998 1.421
H -1.267 1.831 -0.704
C 3.028 1.106 6.676
C 3.176 0.852 5.317
C 3.920 -0.219 4.886
C 4.273 -1.227 5.761
C 4.088 -1.047 7.132
C 3.472 0.108 7.565
N 4.966 -2.417 5.257
O 5.462 -2.384 4.142
O 4.972 -3.397 5.992
H 2.547 2.019 6.996
H 2.900 1.616 4.603
H 4.199 -0.320 3.845
H 4.326 -1.803 7.867
H 3.364 0.298 8.625
C -0.239 2.369 3.766
C -0.965 3.261 2.967
C -2.343 3.069 2.860
C -2.962 2.001 3.488
C -2.197 1.115 4.211
C -0.828 1.276 4.385
N -4.388 1.794 3.376
O -4.885 0.759 3.790
O -5.087 2.708 2.973
H 0.829 2.459 3.925
H -0.477 4.036 2.396
H -2.936 3.782 2.301
H -2.673 0.283 4.717
H -0.292 0.555 4.981
C -1.658 4.772 -0.918
C -2.624 5.712 -0.549
C -2.321 6.744 0.332
C -1.038 6.820 0.815
C -0.050 5.925 0.435
C -0.362 4.874 -0.394
N -0.676 7.912 1.743
O 0.462 7.943 2.163
O -1.532 8.728 2.011
H -1.907 3.973 -1.602
H -3.646 5.655 -0.898
H -3.118 7.413 0.620
H 0.960 6.068 0.793
H 0.427 4.196 -0.692
C -2.260 -2.827 -4.069
C -1.532 -3.893 -3.575
C -1.066 -3.875 -2.277
C -1.358 -2.775 -1.499
C -2.106 -1.700 -1.957
C -2.500 -1.690 -3.289
N -0.898 -2.696 -0.107
O 0.073 -3.352 0.205
O -1.572 -2.057 0.679
H -2.594 -2.851 -5.099
H -1.292 -4.747 -4.196
H -0.544 -4.702 -1.812
H -2.259 -0.796 -1.383
H -2.863 -0.782 -3.751
*
```

Atomic partial charges in e from the Mulliken method, atoms 1 to 5: Cl -0.16; C -0.04; C -0.73; Cl 0.04; H -0.14

The following is a DFT calculation (ωB97M-V/def2-TZVPD) of C64H63BaIN5O5P3 as an isolated structure in a non-equilibrium geometry.

Summary:
Energy: -121739.817 eV
Frontier orbital gap: 7.2 eV
LUMO level: -0.19 eV

```
! wB97M-V def2-TZVPD RIJCOSX def2/J DEFGRID3
* xyz 0 1
Ba 1.156 -2.299 -0.788
C -0.027 -3.688 2.401
C 0.612 -2.795 3.417
C 0.199 -2.874 4.741
C 0.814 -2.136 5.735
C 1.870 -1.310 5.391
C 2.296 -1.197 4.075
C 3.423 -0.265 3.750
C 1.658 -1.934 3.055
N 2.003 -1.687 1.705
C 3.249 -1.937 1.341
O 4.062 -2.700 1.899
C 3.706 -1.194 0.104
C 5.023 -0.753 -0.008
C 5.404 -0.134 -1.184
C 4.501 -0.022 -2.243
C 3.213 -0.481 -2.045
N 2.832 -0.973 -0.866
C 2.230 -0.487 -3.198
O 2.609 0.006 -4.257
N 1.046 -1.122 -2.980
C 0.098 -1.097 -4.053
C 0.348 -1.690 -5.307
C 1.601 -2.472 -5.609
C -0.607 -1.604 -6.312
C -1.822 -0.976 -6.103
C -2.083 -0.437 -4.860
C -1.143 -0.481 -3.836
C -1.538 0.128 -2.519
H -0.923 -4.156 2.800
H 0.687 -4.462 2.129
H -0.237 -3.138 1.482
H -0.612 -3.547 4.994
H 0.486 -2.207 6.764
H 2.371 -0.728 6.156
H 3.591 0.445 4.559
H 3.205 0.279 2.835
H 4.343 -0.831 3.582
H 5.719 -0.943 0.796
H 6.415 0.238 -1.295
H 4.774 0.396 -3.200
H 1.595 -3.436 -5.090
H 2.494 -1.907 -5.340
H 1.659 -2.684 -6.675
H -0.388 -2.041 -7.279
H -2.553 -0.918 -6.898
H -3.036 0.043 -4.668
H -2.331 -0.471 -2.068
H -1.937 1.131 -2.684
H -0.710 0.167 -1.815
C -5.284 3.866 -1.782
C -4.697 3.544 -0.395
C -5.561 4.183 0.706
C -4.683 2.049 -0.193
C -5.884 1.351 -0.247
C -5.941 -0.004 -0.042
C -4.788 -0.702 0.263
C -3.564 -0.053 0.349
P -2.040 -0.952 0.883
C -1.797 -0.007 2.434
C -2.864 0.431 3.220
C -2.622 1.156 4.375
C -1.318 1.458 4.747
C -0.260 1.055 3.950
C -0.495 0.330 2.791
C -2.839 -2.525 1.393
C -2.856 -3.526 0.421
C -3.457 -4.748 0.673
C -4.041 -4.983 1.911
C -4.015 -4.000 2.887
C -3.416 -2.772 2.633
C -3.509 1.341 0.075
O -2.267 1.936 0.103
C -2.173 3.295 -0.154
C -0.888 3.854 -0.243
C -0.758 5.229 -0.404
C -1.865 6.042 -0.499
C -3.121 5.472 -0.488
C -3.298 4.105 -0.327
P 0.630 2.804 -0.295
C 1.581 3.612 1.055
C 0.967 4.254 2.127
C 1.729 4.861 3.114
C 3.114 4.835 3.048
C 3.735 4.166 2.005
C 2.974 3.544 1.028
C 1.304 3.723 -1.762
C 2.283 4.714 -1.744
C 2.670 5.345 -2.918
C 2.082 5.006 -4.127
C 1.088 4.041 -4.152
C 0.706 3.409 -2.981
H -6.299 3.478 -1.873
H -4.669 3.417 -2.563
H -5.313 4.942 -1.949
H -6.576 3.787 0.677
H -5.613 5.264 0.581
H -5.133 3.971 1.687
H -6.800 1.891 -0.453
H -6.890 -0.519 -0.098
H -4.838 -1.767 0.446
H -3.883 0.218 2.921
H -3.450 1.494 4.986
H -1.133 2.023 5.652
H 0.754 1.314 4.224
H 0.310 0.009 2.140
H -2.366 -3.329 -0.530
H -3.465 -5.519 -0.086
H -4.502 -5.941 2.117
H -4.461 -4.187 3.855
H -3.378 -2.025 3.412
H 0.232 5.661 -0.466
H -1.754 7.113 -0.608
H -3.987 6.109 -0.611
H -0.113 4.286 2.190
H 1.237 5.357 3.941
H 3.705 5.324 3.812
H 4.816 4.120 1.953
H 3.467 3.003 0.229
H 2.752 5.012 -0.818
H 3.439 6.106 -2.887
H 2.396 5.488 -5.043
H 0.621 3.762 -5.087
H -0.072 2.655 -3.011
N 2.522 -3.141 -2.680
C 2.573 -4.580 -2.375
P 3.330 -4.304 -0.686
O 4.418 -3.322 -0.959
O 2.095 -3.926 0.075
C 4.079 -5.782 0.100
N 3.670 -5.727 1.511
H 2.937 -2.710 -1.831
H 1.665 -2.487 -2.854
H 3.168 -2.880 -3.427
H 3.190 -5.122 -3.088
H 1.584 -5.037 -2.356
H 5.159 -5.692 -0.038
H 3.749 -6.723 -0.349
H 2.167 -6.343 1.390
H 3.696 -4.756 1.844
H 4.295 -6.264 2.100
I 0.760 -7.083 0.910
*
```

Atomic partial charges in e from the Mulliken method, atoms 1 to 5: Ba 3.15; C -0.23; C 1.38; C -0.86; C -1.08

> Among the records above, which one has the lowest energy?

C64H58Cl4N10O20

> Among the records above, which one has the lowest LUMO level?

C64H58Cl4N10O20